Here is an isolated molecule of C5H8FN at a distorted geometry from the OMol25 dataset. Energies are from ωB97M-V with the def2-TZVPD basis set.

Positions of all 15 atoms, in Å:
N -0.777 1.904 -0.166
C 0.183 0.827 0.159
C 0.930 0.383 -1.123
C 1.406 -1.006 -0.724
C 0.338 -1.505 0.191
C -0.433 -0.487 0.496
F -1.574 -0.519 1.196
H -0.313 2.780 -0.032
H -1.622 1.838 0.365
H 0.911 1.109 0.979
H 0.157 0.395 -1.919
H 1.706 1.119 -1.513
H 1.497 -1.626 -1.663
H 2.405 -0.967 -0.284
H 0.312 -2.582 0.480

## Properties
LUMO level ... 1.1 eV
E_HOMO ... -8.964 eV
Energy above the lowest of the compared OMol25 structures with the same formula, charge and spin ... 10.9 kcal/mol
SMILES string ... N[C@@H]1CCC=C1F

These are the natural (NBO) partial charges, in e, on atoms 1 to 2: number 1, N, carries -0.84; number 2, C, carries -0.12